--- A ---
Entry from the Open Molecules 2025 dataset: a 2-piece molecular cluster, C7H12N2O overall (the ωB97M-V functional and the def2-TZVPD basis).

As for the HOMO energy: -9.108 eV. The net charge is 0. As for the LUMO energy: 0.823 eV.

Last column: natural (NBO) charge in e.
Positions of all 22 atoms, in Å:
C  -3.140  -0.849  -0.401  -0.34
C  -2.041  -1.645  -0.475  -0.05
C  -2.699  0.464  -0.120  0.12
C  -3.260  1.797  0.027  -0.63
C  2.046  1.025  0.461  -0.53
C  3.984  -1.025  0.408  -0.26
C  2.323  0.304  -0.559  0.12
N  -1.000  -0.831  -0.361  -0.34
N  -1.395  0.379  0.038  -0.28
O  3.290  -0.639  -0.744  -0.50
H  -4.147  -1.311  -0.562  0.22
H  -1.905  -2.720  -0.719  0.22
H  -2.853  2.305  0.869  0.23
H  -3.086  2.439  -0.737  0.22
H  -4.369  1.841  0.235  0.21
H  1.410  1.955  0.517  0.24
H  -0.010  -1.137  -0.129  0.41
H  2.410  0.793  1.490  0.20
H  4.066  -0.189  1.136  0.18
H  4.893  -1.500  0.178  0.20
H  3.457  -1.916  1.014  0.16
H  2.026  0.461  -1.567  0.19

***

--- B ---
Entry from the Open Molecules 2025 dataset: a 2-piece molecular cluster, C7H12N2O overall (the ωB97M-V functional and the def2-TZVPD basis).

As for the HOMO energy: -6.465 eV. The net charge is 0. As for the LUMO energy: 0.334 eV.

Last column: natural (NBO) charge in e.
Positions of all 22 atoms, in Å:
C  1.562  0.547  0.280  -0.26
C  2.460  0.965  -0.725  0.28
C  3.688  1.487  -0.704  -0.62
C  -1.076  -1.861  -0.188  -0.66
C  -1.158  -0.386  1.752  -0.68
C  -2.353  0.347  -0.433  -0.68
C  -1.265  -0.450  0.236  0.39
N  0.467  0.343  -1.647  -0.04
N  0.460  0.309  -0.389  -0.10
O  1.776  0.711  -1.954  -0.34
H  1.650  0.831  1.260  0.22
H  4.113  1.910  -1.495  0.21
H  4.192  1.311  0.176  0.20
H  -1.011  -1.915  -1.178  0.23
H  -0.297  -2.285  0.280  0.22
H  -1.982  -2.579  0.059  0.22
H  -1.759  -1.157  2.078  0.23
H  -1.536  0.546  2.087  0.22
H  -0.219  -0.420  2.212  0.24
H  -2.254  1.475  -0.040  0.23
H  -2.150  0.275  -1.476  0.25
H  -3.309  -0.003  -0.190  0.24

***

A (293.8 kJ/mol below the next structure)

***

--- A ---
Entry from the Open Molecules 2025 dataset: a 2-piece molecular cluster, C2H4O3P overall (the ωB97M-V functional and the def2-TZVPD basis).

As for the HOMO energy: -1.738 eV. The net charge is -1. As for the LUMO energy: 3.616 eV.

Last column: natural (NBO) charge in e.
Positions of all 10 atoms, in Å:
C  -2.140  0.545  0.366  1.04
C  0.547  -0.690  -0.159  -0.77
O  -2.516  0.527  -0.758  -0.58
O  -2.121  0.595  1.528  -0.56
O  1.222  -1.506  1.015  -0.82
P  1.733  0.425  -0.790  0.23
H  0.145  -1.299  -1.029  0.15
H  0.425  -1.616  1.571  0.46
H  1.068  1.262  -1.752  -0.05
H  1.637  1.757  0.007  -0.11

***

--- B ---
Entry from the Open Molecules 2025 dataset: an isolated ion of composition C2H4O3P and charge -1 (the ωB97M-V functional and the def2-TZVPD basis).

As for the HOMO energy (alpha / beta): -2.464 / -2.781 eV. The net charge is -1. As for the LUMO energy (alpha / beta): 4.128 / 4.117 eV.

Last column: natural (NBO) charge in e.
Positions of all 10 atoms, in Å:
C  -0.402  0.112  -0.643  -0.10
C  -0.092  -0.343  0.800  -0.82
O  -3.785  -1.126  0.425  -1.10
O  -3.323  1.438  0.023  -1.11
O  -1.725  -0.329  -1.040  -0.84
P  -2.907  0.039  0.104  2.29
H  -0.336  1.126  -0.843  0.16
H  0.383  -0.298  -1.356  0.14
H  -0.293  -1.362  1.212  0.20
H  0.727  0.319  1.207  0.17

***

--- C ---
Entry from the Open Molecules 2025 dataset: an isolated ion of composition C2H4O3P and charge -1 (the ωB97M-V functional and the def2-TZVPD basis).

As for the HOMO energy: -3.494 eV. The net charge is -1. As for the LUMO energy: 4.372 eV.

Last column: natural (NBO) charge in e.
Positions of all 10 atoms, in Å:
C  0.778  0.804  -0.047  0.64
C  1.630  -0.088  -0.559  -0.79
O  0.802  1.706  0.772  -0.71
O  -0.675  0.565  -0.656  -0.92
O  -2.872  -0.565  -0.187  -1.14
P  -1.497  -0.325  0.278  1.87
H  2.671  0.001  -0.294  0.19
H  1.348  -0.794  -1.311  0.20
H  -0.767  -1.509  0.444  -0.17
H  -1.418  0.205  1.561  -0.15

***

C (110.9 kJ/mol below the next structure)

***

--- A ---
Entry from the Open Molecules 2025 dataset: the molecule C2H4N4O (the ωB97M-V functional and the def2-TZVPD basis).

As for the HOMO energy: -10.728 eV. The net charge is 0. As for the LUMO energy: 0.388 eV.

Last column: natural (NBO) charge in e.
Positions of all 11 atoms, in Å:
C  1.320  -0.166  -0.289  -0.09
C  0.017  0.335  0.235  0.28
H  0.280  -0.842  -1.937  0.48
H  1.713  0.789  -0.786  0.20
H  1.966  -0.540  0.512  0.21
H  -1.259  -1.436  0.625  0.44
N  -0.301  1.502  0.546  -0.32
N  -1.636  1.554  0.843  -0.06
N  -2.032  0.383  0.904  -0.05
N  -1.054  -0.407  0.528  -0.38
O  0.985  -1.172  -1.182  -0.71

***

--- B ---
Entry from the Open Molecules 2025 dataset: the molecule C2H4N4O (the ωB97M-V functional and the def2-TZVPD basis).

As for the HOMO energy: -9.360 eV. The net charge is 0. As for the LUMO energy: 0.755 eV.

Last column: natural (NBO) charge in e.
Positions of all 11 atoms, in Å:
C  0.465  -0.363  -0.096  0.25
C  1.068  0.934  -0.126  -0.11
H  -2.144  0.212  1.062  0.35
H  -2.565  0.308  -0.528  0.36
H  -1.108  -1.638  -0.021  0.37
H  0.596  1.898  -0.186  0.24
N  -1.785  0.320  0.108  -0.65
N  -0.868  -0.678  -0.262  -0.45
N  2.351  0.796  -0.020  -0.06
N  1.414  -1.252  0.028  -0.15
O  2.575  -0.539  0.041  -0.15

***

A (80.5 kJ/mol below the next structure)

***

--- A ---
Entry from the Open Molecules 2025 dataset: C2H4N4O as an isolated structure (the ωB97M-V functional and the def2-TZVPD basis).

As for the HOMO energy: -9.346 eV. The net charge is 0. As for the LUMO energy: 0.720 eV.

Last column: natural (NBO) charge in e.
Positions of all 11 atoms, in Å:
C  -0.218  1.280  -0.018  0.20
C  1.398  0.036  -0.029  0.57
H  -2.211  -0.603  0.990  0.36
H  -2.198  -1.271  -0.624  0.38
H  -0.964  2.083  -0.117  0.22
H  2.657  -1.347  0.294  0.49
N  -2.006  -0.330  -0.046  -0.64
N  -0.642  0.020  -0.176  -0.06
N  1.084  1.319  -0.082  -0.50
N  0.420  -0.840  -0.128  -0.38
O  2.679  -0.349  -0.066  -0.65

***

--- B ---
Entry from the Open Molecules 2025 dataset: the molecule C2H4N4O (the ωB97M-V functional and the def2-TZVPD basis).

As for the HOMO energy: -8.443 eV. The net charge is 0. As for the LUMO energy: 0.408 eV.

Last column: natural (NBO) charge in e.
Positions of all 11 atoms, in Å:
N  2.287  0.135  0.283  -0.82
C  0.970  0.236  -0.202  0.48
N  0.446  -0.946  -0.495  -0.40
N  -0.864  -0.797  -0.328  -0.33
C  -1.283  0.426  -0.117  0.59
O  -2.555  0.276  0.488  -0.70
N  0.042  1.240  -0.209  -0.55
H  2.646  -0.817  0.228  0.40
H  3.013  0.832  0.254  0.39
H  -1.409  -1.639  -0.234  0.41
H  -3.292  0.893  0.386  0.51

***

A (95.6 kJ/mol below the next structure)